Entry 1:
Below is a structure of composition C18H51N4O2PScSi4, with properties calculated with ωB97M-V/def2-TZVPD.

XYZ file:
```
81
Properties=species:S:1:pos:R:3:forces:R:3:lowdin_charge:R:1
Sc 0.02442 -0.13820 -0.32511 0.74 -0.17 0.54 0.9210
N -0.75430 -1.85585 3.39926 -0.02 -0.01 0.14 0.2324
C -0.41410 -1.65407 2.14111 -0.09 0.13 -0.21 -0.4813
O -0.17053 -0.47890 1.74488 0.08 -0.09 -0.31 -0.0975
C -0.31144 -2.81560 1.19195 -0.09 0.09 -0.18 -0.2054
C -0.50007 -2.38239 -0.28077 -0.14 0.48 0.25 -0.2350
H -0.81984 -1.07498 4.03441 0.00 0.01 -0.02 0.1406
H -0.98910 -2.77580 3.73085 0.01 0.00 0.00 0.1333
H -1.01157 -3.59155 1.51120 0.02 -0.07 0.05 0.1191
H 0.69088 -3.22653 1.34768 0.03 -0.02 0.02 0.1126
H -1.56026 -2.49940 -0.52861 -0.10 0.06 -0.03 0.0329
H 0.01106 -3.10514 -0.91332 0.16 0.05 -0.16 0.0302
C -0.78642 5.59372 -1.81769 -0.17 0.13 -0.06 -0.2023
Si 0.13885 4.11031 -1.17031 0.27 -0.11 0.08 0.3055
C 1.48862 3.67153 -2.40650 0.09 -0.03 -0.09 -0.2201
C 0.96265 4.57455 0.45609 0.07 0.04 0.09 -0.2213
Si -1.17643 2.23523 -0.80321 -0.30 -0.18 -0.06 0.3582
Si -2.76433 2.70047 0.83215 0.02 -0.11 0.09 0.2983
C -1.87301 3.06493 2.44390 0.09 0.04 0.10 -0.2188
C -3.87451 4.13980 0.40354 -0.11 0.13 -0.05 -0.2091
C -3.82557 1.17420 1.11853 -0.06 -0.11 0.01 -0.2147
Si -2.22863 1.67509 -2.79695 0.11 -0.25 -0.02 0.2914
C -3.42027 0.25281 -2.48924 -0.09 -0.06 0.02 -0.2150
C -3.11034 3.01706 -3.74357 -0.07 0.17 -0.06 -0.2060
C -0.85036 0.95761 -3.88198 0.02 0.03 -0.11 -0.2296
H -0.09152 6.42664 -1.96340 -0.05 -0.01 0.00 0.0393
H -1.56182 5.91851 -1.11859 0.06 0.00 -0.06 0.0205
H -1.26910 5.38334 -2.77584 0.04 0.04 0.07 0.0170
H 2.25595 4.45245 -2.44946 -0.05 -0.04 0.00 0.0399
H 1.08163 3.55024 -3.41519 0.03 0.01 0.06 0.0258
H 1.96979 2.73049 -2.12332 0.00 0.09 0.02 -0.0115
H 1.85147 5.19225 0.29157 -0.05 -0.01 0.01 0.0318
H 1.26131 3.68452 1.01761 0.02 0.06 -0.01 0.0132
H 0.27794 5.14428 1.09017 0.04 -0.03 -0.02 0.0232
H -1.37155 4.03589 2.41318 -0.02 -0.06 0.02 0.0180
H -1.11083 2.30493 2.64352 -0.04 0.04 0.02 0.0151
H -2.57390 3.07606 3.28455 0.03 0.02 -0.04 0.0340
H -3.29456 5.04863 0.22056 -0.06 -0.05 0.02 0.0164
H -4.57088 4.34356 1.22290 0.01 0.01 -0.05 0.0368
H -4.46146 3.93227 -0.49582 0.03 0.03 0.05 0.0263
H -3.20518 0.28039 1.25016 -0.05 0.03 0.02 0.0121
H -4.49831 0.98829 0.27868 0.02 -0.01 0.05 0.0151
H -4.43883 1.29043 2.01752 0.02 0.00 -0.04 0.0356
H -4.28810 0.57732 -1.91042 0.03 -0.03 -0.04 0.0190
H -2.93820 -0.55544 -1.92626 -0.05 0.01 -0.03 0.0116
H -3.78593 -0.17099 -3.42970 0.03 0.02 0.04 0.0383
H -3.92914 3.43690 -3.15272 0.04 -0.01 -0.05 0.0289
H -3.53159 2.61482 -4.66947 0.00 0.03 0.02 0.0370
H -2.43510 3.83615 -4.00429 -0.06 -0.05 -0.01 0.0165
H -0.29407 0.18895 -3.32712 0.02 -0.05 -0.05 -0.0082
H -0.13149 1.72821 -4.17488 -0.03 -0.06 0.02 0.0132
H -1.23444 0.48458 -4.79093 0.01 0.03 0.04 0.0408
C 5.39730 -1.83815 -0.81620 -0.04 -0.01 0.05 -0.0801
N 4.07120 -1.35379 -0.43762 -0.07 -0.22 0.07 -0.2937
C 3.42909 -2.10788 0.63184 0.13 -0.02 -0.06 -0.0729
P 3.40212 -0.07643 -1.20438 -0.06 0.01 -0.09 0.5650
O 2.01309 0.12537 -0.60321 -0.47 -0.17 0.00 -0.3781
N 3.44358 -0.40767 -2.80674 -0.33 -0.02 -0.06 -0.2834
C 2.90585 -1.70766 -3.22839 0.17 0.00 -0.06 -0.0697
C 3.14143 0.65973 -3.77552 0.09 0.00 -0.02 -0.0740
N 4.22154 1.32268 -1.05778 0.15 0.20 0.17 -0.2945
C 4.07359 2.08364 0.18876 0.03 0.03 -0.11 -0.0705
C 5.51079 1.53382 -1.71915 -0.03 0.05 0.04 -0.0874
H 6.11991 -1.66858 -0.01551 0.00 0.00 0.01 0.0937
H 5.74817 -1.34179 -1.71835 -0.02 0.03 0.01 0.0752
H 5.35470 -2.91117 -1.01898 0.00 0.01 -0.01 0.0922
H 4.02627 -2.06568 1.54430 0.05 0.01 0.02 0.0970
H 3.32032 -3.15699 0.34237 0.00 -0.01 -0.02 0.0959
H 2.44847 -1.70155 0.84857 -0.05 0.05 0.00 0.0489
H 3.18565 -2.48898 -2.52499 0.01 0.02 0.02 0.0787
H 3.31813 -1.96186 -4.20433 0.01 0.01 -0.01 0.0967
H 1.81502 -1.68528 -3.31547 -0.02 0.03 0.00 0.0846
H 3.39876 1.63712 -3.37273 0.00 -0.12 -0.04 0.0632
H 2.07985 0.66466 -4.03521 0.00 -0.02 0.03 0.0736
H 3.71949 0.48951 -4.68367 0.01 -0.03 -0.02 0.0980
H 3.09469 1.91546 0.62797 -0.03 -0.02 -0.03 0.0681
H 4.16128 3.14720 -0.03228 0.02 0.01 -0.02 0.0935
H 4.84524 1.80974 0.91382 0.01 0.00 0.00 0.0929
H 5.59661 0.91936 -2.61193 -0.02 0.00 0.02 0.0744
H 6.34194 1.30258 -1.04736 0.01 -0.01 0.00 0.0915
H 5.58934 2.58053 -2.01547 0.00 0.02 0.01 0.0960
```
Forces are in eV/Å.

Output
HOMO: -9.83 eV
Net charge: +1
Kohn-Sham gap: 7.62 eV

***

Entry 2:
Below is a cluster of 8 separate species, C18H52N2O11 in total at a distorted geometry, with properties calculated with ωB97M-V/def2-TZVPD.

XYZ file:
```
83
Properties=species:S:1:pos:R:3:forces:R:3:lowdin_charge:R:1
C -4.70706 -6.86686 3.59300 -0.76 -0.06 -0.70 -0.1258
O -3.35522 -6.51778 3.69261 1.64 1.95 -1.08 -0.2376
C -2.95155 -5.26439 3.00614 -0.11 -1.87 3.99 -0.1508
C -1.41885 -5.30366 3.17848 -0.94 0.08 -0.65 -0.0667
N -0.78642 -4.15487 2.39704 -1.27 -1.23 -1.38 0.0030
H -1.00066 -4.35134 1.40128 -0.32 0.54 0.59 0.1900
H -1.21753 -3.28537 2.63580 -0.74 0.89 0.24 0.1628
C 0.67126 -3.99926 2.44672 1.06 -0.55 -0.10 -0.1045
C 1.11984 -2.60377 1.76649 -0.37 -0.40 0.19 -0.1749
O 2.57810 -2.55502 1.89171 -2.51 0.73 -0.48 -0.2050
C 3.03467 -1.23636 1.46259 0.42 -0.65 -1.10 -0.0718
H -4.64842 -7.73957 4.26647 -1.16 0.05 -0.70 0.0990
H -5.01062 -7.08668 2.48286 0.41 0.11 2.05 0.1221
H -5.40759 -6.08062 4.01449 0.75 -0.78 -0.42 0.1018
H -3.47311 -4.48071 3.60074 0.64 0.09 -0.81 0.1478
H -3.26085 -5.32808 2.03471 -0.88 0.17 -2.76 0.0910
H -1.04418 -6.30016 2.78102 -0.17 1.42 0.78 0.1699
H -1.32223 -5.11906 4.24392 0.97 -0.33 0.00 0.1371
H 0.96446 -4.87470 1.77626 0.65 1.19 1.29 0.1574
H 0.86058 -4.19210 3.54962 0.81 0.60 -1.51 0.1548
H 0.52718 -1.66440 2.23519 1.54 -1.97 -0.76 0.1625
H 0.75412 -2.67356 0.65021 0.88 0.28 1.81 0.1529
H 4.14666 -1.24648 1.48129 -0.84 0.06 0.54 0.1035
H 2.55616 -0.49414 2.11514 0.43 0.09 -0.36 0.0821
H 2.80701 -1.07308 0.36894 -0.22 0.00 1.14 0.0990
N 0.38127 0.42246 -0.93194 -2.64 6.03 -3.18 -0.4521
O 1.38149 0.60510 -1.65151 -0.37 -2.01 0.33 0.0142
O 0.44138 0.73425 0.26654 0.87 -2.39 2.16 -0.0857
O -0.83274 0.59766 -1.43338 2.36 -2.31 0.20 -0.0510
C 5.64975 1.03414 -4.88913 -2.18 1.84 -1.68 -0.0788
C 4.77590 1.08047 -3.58861 2.95 -3.26 -3.57 -0.3741
O 3.54580 0.89727 -4.06137 -5.46 -0.38 1.21 -0.0705
H 5.31216 1.88422 -5.68741 1.00 -1.35 2.34 0.1251
H 5.47148 0.19761 -5.54145 -0.22 -0.98 0.33 0.0475
H 6.67112 1.05905 -4.66136 1.64 0.43 0.14 0.0330
H 5.03027 1.95761 -3.19011 0.28 3.77 2.24 0.0650
H 5.06960 0.26484 -2.95907 0.47 -0.50 0.75 0.1086
H 2.87644 0.74963 -3.30791 1.44 0.44 -1.68 0.1050
C 0.67510 2.59177 3.40973 7.71 1.81 -10.10 -0.0090
C -0.42864 2.97534 2.45825 10.01 -2.40 -3.23 -0.3305
O -0.04544 3.23288 1.16716 1.20 -0.91 -2.97 -0.0399
H 0.11801 2.51370 4.13556 -3.99 -1.49 8.86 -0.0187
H 1.66178 3.27847 3.30459 -2.70 -0.98 1.11 0.1411
H 1.04620 1.72535 2.81092 -0.25 -0.39 1.72 0.0664
H -0.82872 3.73980 2.67489 -5.74 10.34 3.78 0.0317
H -0.99922 2.24921 2.49220 -6.12 -7.04 0.29 0.0358
H 0.18905 2.38011 0.69516 -0.51 1.42 0.82 0.0642
C -4.66175 1.06379 -4.44048 6.57 3.19 1.10 -0.0491
C -3.68534 0.97397 -3.15470 0.32 1.63 -1.00 -0.2896
O -2.74934 0.03613 -3.67426 -1.72 0.17 -0.09 -0.0835
H -5.23676 1.75185 -4.06345 -5.14 2.98 1.60 -0.0193
H -4.92567 0.10299 -4.63245 -1.11 -2.28 -1.23 0.0352
H -4.10789 1.80626 -5.17339 -0.67 -2.57 0.65 0.1263
H -4.18532 0.64329 -2.21965 -0.07 -0.43 -0.69 0.0769
H -3.19104 2.05551 -2.72535 -1.04 -2.68 -1.85 0.1662
H -1.99077 0.18726 -3.18524 2.90 -0.07 1.52 -0.0094
C 1.09634 4.75865 -4.12153 0.34 0.79 -1.32 -0.0558
C 0.86326 3.65771 -3.04712 -5.13 4.96 -2.56 -0.2653
O -0.45456 3.16051 -3.05875 -1.99 1.74 -1.58 -0.0580
H 2.18519 4.89542 -4.34452 -0.63 0.34 1.09 0.0719
H 0.55115 5.71631 -3.96728 0.82 -0.41 0.89 0.0676
H 0.80947 4.70081 -5.21812 -0.42 -1.62 1.22 0.0787
H 0.97897 3.88844 -2.07603 1.19 2.33 3.32 0.0830
H 1.37413 2.88805 -3.15066 5.65 -6.63 -1.81 0.0121
H -0.51643 2.32352 -2.65249 0.14 -1.58 0.79 0.0081
C -4.60396 0.14156 1.18149 0.93 2.25 -0.02 -0.1114
C -3.21340 0.80561 0.76593 -1.10 1.03 -0.70 -0.3833
O -2.19927 -0.14545 1.11578 3.54 0.33 -1.58 -0.2181
H -5.45904 0.72367 0.50012 1.88 -1.28 2.68 0.1223
H -4.46502 0.24503 2.36977 -1.66 -0.39 -2.57 0.0991
H -4.64000 -0.91162 0.84861 0.19 0.51 0.34 0.0386
H -3.14694 1.92801 1.08583 0.38 -2.02 1.23 0.1295
H -3.30540 1.17325 -0.25668 0.64 -1.48 -0.91 0.0528
H -1.14681 -0.10954 0.58561 -4.86 1.13 1.96 0.1666
C 4.28968 2.30511 2.06978 0.14 1.12 0.74 -0.0814
C 3.18202 2.33841 1.03790 0.41 2.58 2.60 -0.4046
O 3.56817 1.87736 -0.21416 -1.63 -0.71 0.13 -0.0481
H 3.92633 2.05149 3.10317 -0.12 1.46 -0.58 0.0798
H 4.97636 3.23031 1.97283 -0.91 -1.80 0.56 0.1095
H 4.77728 1.37564 1.96809 1.50 -0.90 -0.93 0.0331
H 2.71449 3.34284 1.04437 0.63 0.16 -0.60 0.1192
H 2.34177 1.84642 1.46481 -0.56 -1.44 -0.05 0.0313
H 2.67231 1.49249 -0.32221 0.90 -0.49 -2.03 0.0427
```
Forces are in eV/Å.

Output
HOMO: -8.78 eV
Kohn-Sham gap: 7.51 eV